Record 1
A molecular structure, C50H54AsBiFNPSe2Te2. Source: OMol25; level of theory: ωB97M-V with the def2-TZVPD basis set.

Positions of all 113 atoms, in Å:
Bi (0.860, -0.109, 0.576)
Te (1.364, -3.249, -0.968)
Te (3.914, -3.012, -0.098)
Se (4.160, -0.568, 0.293)
Se (0.092, -2.606, 1.134)
As (-5.374, -3.998, -2.375)
P (-3.270, -1.710, -0.111)
F (1.730, 2.460, 0.869)
N (1.021, 0.492, 2.711)
C (-1.146, 0.991, 0.372)
C (-4.163, -6.504, -1.326)
C (-8.218, -3.611, -2.502)
C (-3.458, 2.934, -1.452)
C (3.709, -0.682, 4.291)
C (-0.756, -0.124, 4.289)
C (1.454, 1.734, 3.113)
C (0.820, -2.209, 5.250)
C (-7.241, -4.603, -2.447)
C (-2.681, 3.137, -0.146)
C (-1.864, 1.945, 0.144)
C (-9.566, -3.941, -2.515)
C (2.256, 3.991, 2.560)
C (3.187, -3.091, 3.839)
C (-1.739, 4.342, -0.286)
C (-2.074, -3.329, -2.128)
C (1.313, -1.417, 4.218)
C (-5.145, -0.536, -1.970)
C (2.370, 4.321, 3.904)
C (2.037, 3.359, 4.845)
C (0.512, -0.366, 3.735)
C (-1.373, -3.517, -3.312)
C (-4.477, -5.735, -2.443)
C (-3.108, -8.157, -2.720)
C (-4.084, -6.192, -3.699)
C (-5.409, -0.048, 0.361)
C (-5.426, -3.701, -0.424)
C (2.704, -1.654, 3.669)
C (-4.131, -3.315, 0.287)
C (-6.258, 0.244, -2.255)
C (-6.956, 0.872, -1.232)
C (-7.640, -5.936, -2.418)
C (-3.669, 3.392, 0.998)
C (-1.998, -0.959, -2.458)
C (1.593, 2.103, 4.465)
C (-1.664, 0.993, 3.810)
C (-9.953, -5.273, -2.486)
C (-8.988, -6.269, -2.442)
C (-1.928, 2.021, 4.914)
C (-6.528, 0.723, 0.080)
C (-0.427, -1.976, 5.804)
C (-0.991, -2.427, -4.077)
C (-3.415, -7.399, -3.841)
C (-2.981, 0.420, 3.287)
C (-1.297, -1.145, -3.639)
C (-2.424, -2.052, -1.698)
C (1.815, 2.740, 2.206)
C (-1.204, -0.940, 5.324)
C (-4.709, -0.699, -0.656)
C (-3.480, -7.706, -1.463)
H (-1.024, 4.177, -1.093)
H (-6.579, 0.364, -3.283)
H (-4.444, -6.170, -0.336)
H (-1.177, 1.498, 2.976)
H (3.436, 0.355, 4.099)
H (-3.537, -0.082, 4.084)
H (-0.790, -2.605, 6.609)
H (-10.313, -3.157, -2.550)
H (-2.210, 0.045, -2.110)
H (-0.437, -2.573, -4.996)
H (2.455, -3.803, 3.452)
H (-0.976, -0.284, -4.211)
H (2.126, 3.581, 5.902)
H (-2.315, 5.245, -0.504)
H (-3.605, 1.223, 2.890)
H (-2.423, 1.557, 5.771)
H (-4.230, 4.310, 0.807)
H (-1.177, 4.497, 0.636)
H (-6.896, -6.722, -2.380)
H (-1.118, -4.523, -3.623)
H (-6.162, -2.902, -0.306)
H (4.112, -3.226, 3.277)
H (-2.581, 2.814, 4.541)
H (2.690, -1.441, 2.599)
H (3.766, -0.829, 5.374)
H (-3.369, -4.096, 0.221)
H (-4.348, -3.228, 1.357)
H (2.509, 4.689, 1.772)
H (-4.376, 2.566, 1.083)
H (-7.055, 1.221, 0.885)
H (-4.610, -1.017, -2.779)
H (-2.336, -4.201, -1.541)
H (-3.233, -8.286, -0.582)
H (2.718, 5.300, 4.201)
H (-4.132, 2.081, -1.375)
H (-3.119, -7.740, -4.825)
H (-2.773, 2.759, -2.285)
H (1.423, -3.024, 5.625)
H (1.352, 1.371, 5.224)
H (-1.001, 2.479, 5.260)
H (-5.059, -0.137, 1.384)
H (-3.140, 3.497, 1.947)
H (3.395, -3.331, 4.886)
H (-7.820, 1.484, -1.457)
H (-4.051, 3.825, -1.675)
H (-11.004, -5.534, -2.501)
H (-7.921, -2.567, -2.530)
H (4.698, -0.850, 3.860)
H (-2.570, -9.091, -2.825)
H (-5.867, -4.591, 0.034)
H (-9.285, -7.310, -2.421)
H (-2.796, -0.290, 2.481)
H (-4.298, -5.591, -4.576)
H (-2.183, -0.758, 5.755)

The gap between HOMO and LUMO is 0.2201 hartree. The calculation puts the HOMO energy at -3.83 eV. The total charge is -1. For the energy above the lowest of the compared OMol25 structures with the same formula, charge and spin, the calculation gives 0.0 kcal per mole. For the electronic energy, the calculation gives -10223.04922 a.u.

---

Record 2
2 unconnected molecules or ions with the total composition C2H6ClN in a non-equilibrium geometry. Source: OMol25; level of theory: ωB97M-V with the def2-TZVPD basis set.

Positions of all 10 atoms, in Å:
Cl (1.336, 1.056, -1.766)
N (0.246, -1.687, -0.960)
C (-0.088, 0.987, 0.541)
C (0.888, 0.399, -0.328)
H (-1.161, 0.871, 0.412)
H (-0.003, 2.014, 0.777)
H (-0.249, -1.389, -1.812)
H (1.644, -0.022, 0.247)
H (1.070, -2.208, -1.303)
H (0.096, 0.535, 1.547)

The gap between HOMO and LUMO (spin up / spin down) is 0.3121 / 0.3315 hartree. The calculation puts the HOMO energy (spin up / spin down) at -8.37 / -8.85 eV. For the energy above the lowest of the compared OMol25 structures with the same formula, charge and spin, the calculation gives 81.3 kcal per mole. For the electronic energy, the calculation gives -594.62257 a.u.

---

Record 3
A molecular structure, C9H21AuBrIO2P2 in a non-equilibrium geometry. Source: OMol25; level of theory: ωB97M-V with the def2-TZVPD basis set.

Positions of all 37 atoms, in Å:
Au (-0.390, -0.923, 0.853)
I (1.554, 2.614, -1.925)
Br (-0.101, -2.172, 2.913)
P (-1.515, 0.739, 2.011)
P (0.975, -2.423, -0.269)
O (-2.839, -2.606, 0.514)
O (-0.107, 3.094, -4.402)
C (2.372, -3.043, 0.741)
C (0.207, -3.955, -0.918)
C (1.817, 4.567, -4.342)
C (-3.309, 0.509, 2.303)
C (1.806, -1.708, -1.737)
C (-1.881, -1.948, 0.646)
C (-1.422, 2.386, 1.214)
C (0.879, 3.490, -3.875)
C (-0.846, 1.049, 3.688)
H (-0.977, 0.151, 4.299)
H (3.036, -3.682, 0.148)
H (-3.469, -0.413, 2.870)
H (-1.351, 1.896, 4.165)
H (2.507, -2.423, -2.182)
H (1.979, -3.609, 1.590)
H (-3.824, 0.414, 1.343)
H (2.821, 4.145, -4.446)
H (1.463, 4.970, -5.294)
H (-1.922, 2.345, 0.242)
H (-0.238, -4.516, -0.091)
H (2.338, -0.808, -1.419)
H (1.051, -1.426, -2.476)
H (-0.367, 2.625, 1.053)
H (-3.729, 1.355, 2.859)
H (2.923, -2.179, 1.122)
H (-0.590, -3.691, -1.619)
H (-1.891, 3.154, 1.837)
H (1.867, 5.350, -3.581)
H (0.947, -4.581, -1.427)
H (0.223, 1.254, 3.593)

The gap between HOMO and LUMO (spin up / spin down) is 0.2524 / 0.1280 hartree. As for the spin multiplicity: 3. The calculation puts the HOMO energy (spin up / spin down) at -14.59 / -14.55 eV. The total charge is +2. For the electronic energy, the calculation gives -4195.43672 a.u.

---

Record 4
A molecular structure, C26H14BrCl3F12NO3W in a non-equilibrium geometry. Source: OMol25; level of theory: ωB97M-V with the def2-TZVPD basis set.

Positions of all 61 atoms, in Å:
W (1.027, 1.275, 1.055)
Br (-0.087, 3.067, 2.470)
Cl (3.399, 1.796, 1.899)
Cl (6.413, -2.712, 2.131)
Cl (2.901, -2.071, -1.826)
F (2.616, 2.250, -2.603)
F (-1.403, 0.365, 4.304)
F (2.530, 4.261, -1.615)
F (1.526, -2.539, 3.296)
F (0.522, -0.225, 4.756)
F (-0.270, -3.542, 2.607)
F (0.941, -2.429, 1.220)
F (-1.097, -1.715, 4.786)
F (-1.497, 3.648, -0.425)
F (-1.082, 4.557, -2.373)
F (0.058, 5.180, -0.633)
F (1.533, 3.895, -3.563)
O (2.084, 0.048, -0.341)
O (1.073, 2.753, -0.232)
O (0.823, -0.155, 2.323)
N (-0.678, 0.554, 0.086)
C (-0.235, -1.023, 2.709)
C (-4.920, -2.685, 2.198)
C (-1.500, -0.944, 1.946)
C (-0.498, 4.109, -1.244)
C (0.448, -2.411, 2.527)
C (-3.025, 0.104, 0.349)
C (-0.132, 1.735, -2.083)
C (-0.940, 0.457, -4.048)
C (-4.040, -0.844, 0.624)
C (1.866, 3.313, -2.362)
C (-2.624, -1.741, 2.328)
C (-3.857, -1.751, 1.660)
C (0.550, 2.953, -1.487)
C (-0.659, -0.688, -1.921)
C (3.829, -1.508, -0.559)
C (-0.518, 1.678, -3.417)
C (-1.323, 0.473, -5.499)
C (-1.732, -0.052, 0.830)
C (-0.985, -0.740, -3.284)
C (-0.505, 0.570, -1.298)
C (5.353, -1.697, 1.306)
C (-0.590, -0.672, 4.145)
C (3.235, -0.354, 0.140)
C (3.935, 0.232, 1.229)
C (4.957, -0.438, 1.879)
C (4.751, -2.239, 0.187)
H (5.076, -3.240, -0.100)
H (5.408, -0.152, 2.812)
H (-0.443, 2.589, -4.042)
H (-5.885, -2.659, 1.684)
H (-4.518, -3.678, 2.216)
H (-5.065, -2.477, 3.252)
H (-2.286, 0.023, -5.662)
H (-5.025, -0.660, 0.198)
H (-3.236, 0.837, -0.377)
H (-2.459, -2.507, 3.073)
H (-1.310, 1.410, -6.065)
H (-0.470, -1.583, -1.389)
H (-0.722, -0.320, -6.078)
H (-1.239, -1.681, -3.696)

The gap between HOMO and LUMO (spin up / spin down) is 0.1749 / 0.1745 hartree. The calculation puts the HOMO energy (spin up / spin down) at -11.19 / -11.19 eV. The total charge is +1. For the energy above the lowest of the compared OMol25 structures with the same formula, charge and spin, the calculation gives 0.0 kcal per mole. For the electronic energy, the calculation gives -6499.52092 a.u.